C2H4AgMgO2 | ωB97M-V with the def2-TZVPD basis set

As for the spin multiplicity: 1. For the HOMO-LUMO gap (alpha / beta), the calculation gives 4.27 / 4.20 eV. As for the LUMO energy (alpha / beta): 0.1022 / 0.1031 Ha. As for the charge: -1. As for the total energy: -15673.926 eV. Its highest occupied orbital energy (alpha / beta) is -1.49 / -1.40 eV. The value obtained for the strongest force on any atom is 0.0367 hartree/bohr.

CARTESIAN COORDINATES (ANGSTROEM)
O (1.679, 0.003, 0.501)
H (2.129, -0.819, 0.709)
C (0.649, -0.284, -0.756)
C (-0.489, 0.629, -0.613)
O (-1.318, 0.240, 0.464)
H (0.413, -1.349, -0.554)
H (1.213, -0.130, -1.688)
H (-1.070, 0.691, -1.551)
Mg (-3.337, -0.203, 1.750)
Ag (0.131, 1.224, 1.738)

Here are the Löwdin charges for atoms 1 to 6, given in e: atom 1 (O): -0.287, atom 2 (H): 0.009, atom 3 (C): -0.275, atom 4 (C): -0.484, atom 5 (O): -0.764, atom 6 (H): 0.077